Density functional theory data (the ωB97M-V functional and the def2-TZVPD basis) for a 3-piece molecular cluster, C4H13O4 overall.

Each line ends with the natural charge from an NBO analysis.
Geometry (Å):
O 1.85 -2.82 0.74  -0.9607
H -2.18 0.15 2.80  0.4451
H 1.10 2.39 -0.65  0.1886
C 0.70 1.40 -0.51  -0.4395
O -0.07 -0.07 1.38  -0.9796
C -0.44 -0.52 -1.90  -0.0342
H 1.59 0.76 -0.58  0.2038
H 1.12 -2.65 0.13  0.4854
H -0.71 1.88 1.10  0.0987
H 0.88 1.69 1.63  0.1129
H -1.21 1.55 -1.48  0.1884
H 1.66 -2.10 1.24  0.4675
H -1.53 -0.69 -1.99  0.1349
O -1.97 -0.75 2.92  -0.9997
H 0.19 1.35 -2.62  0.1836
H -0.08 -0.75 -2.93  0.1415
C -0.26 1.02 -1.65  -0.4265
C 0.16 1.22 0.92  -0.0280
O 0.23 -1.35 -1.01  -0.8143
H 0.07 -0.99 -0.04  0.5174
H -1.09 -0.74 2.50  0.5145

Calculated values
- charge = -1
- energy relative to the best compared isomer or geometry (same formula, charge and spin) (eV) = 1.059
- electronic energy (eV) = -12549.1728
- HOMO-LUMO gap (eV) = 7.98
- HOMO energy (eV) = -4.09